9
Properties=species:S:1:pos:R:3:forces:R:3 method="wB97M-V/def2-TZVPD" max_force_ha_per_bohr=0.0690 e_tot_ha=-568.995792 orbital_gap_ev="7.48 / 7.88" homo_ev="-13.737 / -14.588" lumo_ev="-6.3 / -6.7" charge=+1
C -0.588299 2.067022 0.141834 -0.746 -0.652 0.350
C -3.013559 1.002062 0.013638 1.112 0.625 -0.035
C -0.521941 -0.481095 0.249447 -2.954 -1.489 1.270
N 0.029678 0.774553 -0.118560 1.121 1.804 -2.843
S -2.478645 -0.513956 -0.038455 0.996 -0.143 -0.098
H -0.096359 -1.423190 0.022970 0.994 -0.544 -1.850
H -0.520820 -0.633828 1.294245 0.030 0.834 1.598
H -0.248205 0.990073 -1.230800 1.143 -0.691 2.149
H 1.107552 0.760327 0.027797 -1.696 0.256 -0.541